118
Properties=species:S:1:pos:R:3:forces:R:3:mulliken_charge:R:1 method="wB97M-V/def2-TZVPD" homo_energy_ev=-11.3783 charge=+1 lumo_ev=-2.2510 energy_ha=-1998.4975
C -0.948520 7.031143 3.037943 -0.09 -0.29 -0.16 -0.9238
C -1.905459 6.346601 2.434518 0.68 0.59 0.13 -0.4319
N -1.529889 5.203868 1.633961 -1.07 1.44 1.30 0.5304
C -1.239252 5.175078 0.284650 0.27 -1.06 -0.61 0.2248
C -1.239522 6.285215 -0.733538 -0.30 0.83 0.70 -0.6513
C -2.172350 7.492136 -0.474074 0.55 0.66 -0.14 -0.7814
C -1.505669 8.664778 0.309073 -0.60 -0.82 0.50 -1.0648
C -0.907869 3.865836 0.041183 -0.98 0.16 -0.98 0.1303
P -0.400522 3.086944 -1.572099 1.42 -0.54 -0.52 0.1634
C -1.361763 1.492053 -1.707926 -0.18 0.69 0.75 -1.1276
O -1.026021 3.999084 -2.794801 -0.57 -0.09 0.92 -0.5211
N -1.008911 3.190888 1.237292 -0.58 -1.70 0.52 0.5943
C -0.704255 1.769465 1.495909 1.11 0.07 1.07 -0.7983
C 0.596402 1.697058 2.354877 -0.13 -0.04 -1.11 -0.6948
C 1.525307 0.526796 1.958343 0.89 0.51 1.09 -0.6814
C 2.948964 1.077198 1.709272 -0.07 0.57 -0.49 -1.2002
C 3.069469 1.680653 0.285683 -0.20 -1.10 0.72 0.1651
C 3.109705 0.539965 -0.757784 0.17 0.60 0.15 -1.1217
C -1.421158 3.994689 2.218226 0.35 0.62 -1.32 -0.3742
N -1.666263 3.670837 3.521616 -0.16 -0.29 -0.06 -0.0686
C -2.951185 2.968000 3.762379 -0.34 0.66 0.30 -0.7231
C -4.222940 3.841972 3.665843 -0.68 -0.70 -0.56 0.1759
C -5.287256 3.133024 2.766637 0.81 0.97 0.21 -1.3049
H 0.080678 6.705471 2.926210 0.03 0.25 0.14 0.2780
H -1.192649 7.922270 3.599991 0.15 -0.08 0.11 0.3479
H -2.934295 6.667603 2.533437 -0.13 -0.43 -0.42 0.3681
H -0.214526 6.662911 -0.811059 -0.04 -0.03 -0.12 0.2573
H -1.494255 5.883926 -1.707139 0.16 -0.26 0.16 0.4927
H -2.438698 7.910641 -1.446703 -0.07 -0.27 -0.03 0.4398
H -3.119680 7.203048 -0.013107 0.10 -0.15 0.01 0.3979
H -2.057823 8.798051 1.239941 0.03 0.41 -0.09 0.2098
H -1.519623 9.595645 -0.250961 0.16 -0.04 0.00 0.3564
H -0.498018 8.393392 0.627111 0.11 0.24 -0.28 0.3499
H -0.615352 0.699256 -1.659594 -0.17 -0.11 -0.16 0.2751
H -2.075272 1.368117 -0.890045 -0.08 -0.11 -0.19 0.4264
H -1.904530 1.466982 -2.652047 0.18 -0.01 -0.06 0.4172
H -1.988842 4.080563 -2.722687 0.01 0.00 -0.32 0.3654
H -1.503450 1.300978 2.065453 -0.26 0.09 -0.34 0.1764
H -0.561410 1.224692 0.570238 -0.07 0.27 -0.05 0.2500
H 0.355506 1.717821 3.415694 0.01 -0.14 -0.03 0.4330
H 1.140431 2.622224 2.139804 -0.04 -0.01 0.10 0.3937
H 1.185373 -0.023202 1.079923 -0.15 -0.03 0.11 0.4582
H 1.626790 -0.152801 2.807444 -0.38 -0.25 -0.23 0.4084
H 3.711714 0.316871 1.892440 -0.05 -0.04 -0.20 0.4258
H 3.157244 1.895616 2.408647 -0.10 -0.26 0.23 0.4096
H 2.186289 2.316313 0.153968 0.21 0.15 -0.25 -0.2625
H 3.971209 2.291649 0.248633 -0.14 0.12 -0.23 0.4773
H 2.749860 -0.396448 -0.327660 -0.07 0.03 -0.10 0.3130
H 4.147140 0.376715 -1.053487 -0.12 -0.11 -0.18 0.2693
H 2.512077 0.782447 -1.638673 0.16 -0.11 -0.07 0.3352
H -1.520800 4.455580 4.143283 -0.02 0.01 -0.01 0.4484
H -2.921179 2.532085 4.760800 0.25 -0.19 -0.16 0.4339
H -3.044237 2.174388 3.023968 0.19 -0.09 0.12 0.2269
H -4.675761 4.032449 4.639765 0.32 -0.06 0.11 0.4578
H -4.053067 4.816452 3.207234 0.33 0.00 0.14 -0.1894
H -5.185994 2.048518 2.779989 -0.33 0.02 0.26 0.3546
H -5.085433 3.467684 1.744335 -0.32 -0.20 -0.06 0.3457
H -6.265199 3.485491 3.087536 -0.18 -0.39 -0.31 0.3190
C 6.565995 -4.983576 -4.652090 -0.08 0.02 -0.12 -1.0723
C 6.588036 -3.567178 -5.218035 0.10 -0.08 0.07 -0.5321
C 6.882285 -2.500350 -4.164806 -0.02 0.09 -0.06 -0.8047
C 5.849442 -2.398354 -3.041274 0.00 -0.08 0.03 -0.4471
C 4.418526 -2.124209 -3.500700 0.02 0.12 0.07 -0.3448
C 4.258751 -0.790352 -4.223545 -0.10 -0.11 -0.01 -1.2144
H 5.775071 -5.110508 -3.910469 0.03 -0.03 0.02 0.2092
H 6.388373 -5.708555 -5.448075 0.01 -0.04 0.05 0.4428
H 7.520765 -5.229763 -4.181926 -0.02 0.00 0.04 0.3080
H 5.638778 -3.358115 -5.719431 0.01 0.03 0.01 0.2658
H 7.359014 -3.511429 -5.990754 -0.03 0.03 -0.02 0.3784
H 6.978501 -1.530838 -4.662194 0.00 0.01 0.02 0.3258
H 7.860007 -2.704097 -3.717098 0.00 -0.01 -0.01 0.3832
H 6.161024 -1.600855 -2.357853 -0.02 0.00 0.00 0.3464
H 5.859764 -3.319072 -2.450694 0.02 0.00 -0.01 0.1888
H 3.768376 -2.123781 -2.620056 -0.01 -0.04 -0.01 0.2843
H 4.061506 -2.934325 -4.142051 0.03 -0.02 0.01 0.3332
H 4.571348 0.037423 -3.582985 0.03 0.01 -0.04 0.2163
H 3.213750 -0.629910 -4.496029 0.02 0.06 -0.02 0.3433
H 4.846928 -0.753908 -5.141311 0.01 0.02 0.01 0.3965
C 7.501316 -10.692941 -4.746859 0.10 0.11 -0.03 -1.2032
C 8.253930 -10.120044 -3.549571 -0.05 -0.13 -0.03 -0.3096
C 7.519052 -10.310014 -2.223553 0.06 0.05 0.05 -0.7175
C 6.161281 -9.612085 -2.130400 -0.03 -0.03 -0.06 -0.8762
C 6.194776 -8.102155 -2.359226 -0.04 0.03 0.13 0.0124
C 7.028947 -7.349108 -1.327411 -0.02 0.06 -0.13 -1.0768
H 6.541544 -10.195933 -4.897122 -0.01 -0.03 0.00 0.2819
H 8.083738 -10.563868 -5.660456 -0.04 -0.03 -0.02 0.3762
H 7.317893 -11.761301 -4.615700 -0.05 0.01 0.00 0.3026
H 8.462957 -9.060249 -3.721472 0.00 0.00 0.04 0.2159
H 9.226152 -10.614865 -3.479460 0.01 0.04 0.01 0.3553
H 8.164104 -9.964277 -1.410624 -0.02 0.00 0.01 0.3063
H 7.369642 -11.380494 -2.050963 0.01 0.00 -0.02 0.3921
H 5.738011 -9.811339 -1.140507 0.00 0.02 0.00 0.3754
H 5.468785 -10.062115 -2.847368 0.01 -0.01 0.00 0.3364
H 5.168805 -7.724359 -2.319116 0.00 -0.01 -0.06 0.3960
H 6.563650 -7.876370 -3.363649 -0.01 -0.03 -0.01 -0.0049
H 6.651843 -7.526295 -0.317766 0.04 -0.02 0.01 0.3440
H 6.989815 -6.274304 -1.516172 0.03 0.00 0.04 0.2134
H 8.077404 -7.649384 -1.358546 0.00 0.00 0.03 0.2907
C -12.672404 1.800894 3.021484 0.02 0.11 0.08 -1.2139
C -11.332447 2.528986 2.976471 -0.07 -0.06 -0.10 -0.3681
C -10.174661 1.640387 2.524112 0.07 0.05 0.02 -0.4669
C -9.877056 0.448844 3.436252 -0.06 -0.02 -0.01 -0.7025
C -9.562986 0.807914 4.887557 0.11 -0.06 -0.05 -0.4333
C -8.313431 1.668629 5.040796 -0.06 0.03 0.11 -1.0735
H -12.664101 0.981839 3.741988 -0.01 -0.02 -0.02 0.2845
H -13.468622 2.486460 3.314269 -0.03 -0.04 -0.01 0.3773
H -12.926321 1.393091 2.041059 0.01 -0.04 0.02 0.2985
H -11.118941 2.964242 3.956912 0.03 -0.01 -0.01 0.2373
H -11.415134 3.369084 2.281594 0.03 0.02 0.03 0.3646
H -9.275379 2.257172 2.423433 0.01 -0.02 0.00 0.1241
H -10.390208 1.261137 1.520197 -0.01 0.01 0.00 0.3842
H -9.029442 -0.103535 3.016662 0.00 -0.01 0.02 0.3561
H -10.722301 -0.243948 3.419780 0.00 0.01 -0.02 0.3273
H -9.418717 -0.119176 5.448321 -0.04 0.01 0.02 0.3480
H -10.414875 1.313209 5.349368 -0.01 0.00 -0.03 0.2586
H -7.439837 1.162284 4.621551 0.00 0.02 -0.03 0.2544
H -8.113422 1.866194 6.095294 0.05 0.02 -0.02 0.4313
H -8.424867 2.632862 4.540354 0.02 -0.01 -0.01 0.2135